Entry 1:
108
Properties=species:S:1:pos:R:3:forces:R:3:mulliken_charge:R:1 method="wB97M-V/def2-TZVPD" smiles=COC[C@H](C)N.COC[C@H](C)N.COC[C@H](C)N.COC[C@H](C)N.COC[C@H](C)N.COC[C@H](C)N.CO total_charge=0
C 0.6919 0.1592 -0.9429 -0.45 0.07 -0.26 -0.19
O -0.4853 -0.1868 -0.2308 0.27 -0.16 0.09 -0.52
H 1.5400 -0.4823 -0.6928 0.00 -0.01 0.05 0.09
H 0.4604 0.0389 -2.0015 0.14 0.02 -0.01 0.35
H 0.9527 1.2020 -0.7427 0.17 -0.02 -0.13 -0.02
H -0.2938 0.0626 0.6904 -0.36 0.20 0.12 0.17
C 1.5161 -1.0589 2.5169 -0.11 -0.52 -0.05 -1.30
C 0.9540 0.1636 3.1916 -0.47 0.46 0.10 1.27
C 1.9629 0.8190 4.1258 0.21 -0.14 -0.09 -0.86
O 2.3879 0.0174 5.2063 -0.13 0.00 0.06 -0.45
C 1.3324 -0.4569 6.0234 0.26 -0.37 -0.05 -0.76
N 0.4822 1.1130 2.1704 0.53 0.11 -0.52 -0.53
H 1.8814 -1.7633 3.2661 0.15 0.07 -0.04 0.47
H 2.3267 -0.8124 1.8275 0.07 0.07 0.06 0.26
H 0.7344 -1.5740 1.9550 0.05 0.05 -0.08 0.20
H 0.0706 -0.1461 3.7599 0.05 0.07 0.09 -0.07
H 1.5530 1.7731 4.4908 -0.02 -0.01 0.06 0.37
H 2.8704 1.0192 3.5455 -0.04 0.19 0.06 0.22
H 0.8358 -1.3243 5.5733 -0.13 0.15 -0.04 0.26
H 0.5900 0.3180 6.2334 0.00 0.08 0.01 0.28
H 1.7867 -0.8000 6.9522 -0.03 0.15 0.05 0.37
H 0.1841 2.0129 2.5342 -0.27 -0.27 0.39 0.33
H 1.2639 1.3752 1.5616 0.05 -0.20 0.04 -0.03
C -3.4569 1.4106 -5.9518 0.20 -0.07 -0.22 -1.43
C -3.7213 2.5031 -4.9220 -0.16 -0.21 -0.30 0.95
C -2.5648 3.4843 -4.8529 0.33 0.16 0.17 -0.85
O -1.3038 2.8542 -4.7321 -0.05 0.17 -0.03 -0.44
C -1.0348 2.3969 -3.4357 -0.21 -0.17 0.70 -0.19
N -4.9399 3.2763 -5.2094 0.09 0.14 -0.23 -0.71
H -2.6064 0.7747 -5.6986 -0.04 0.07 0.19 0.31
H -3.2185 1.8498 -6.9265 -0.14 0.04 0.02 0.38
H -4.3296 0.7637 -6.0644 -0.03 0.04 0.02 0.40
H -3.8374 2.0347 -3.9411 -0.09 0.01 0.01 -0.19
H -2.7228 4.1846 -4.0208 0.00 -0.03 -0.01 0.39
H -2.5050 4.0808 -5.7690 -0.11 -0.13 -0.07 0.45
H -1.0829 3.1990 -2.6815 0.13 0.13 -0.24 0.25
H -0.0382 1.9619 -3.4261 0.02 0.02 -0.07 0.23
H -1.7500 1.6431 -3.0771 0.10 -0.09 -0.25 -0.03
H -5.5961 2.7122 -5.7400 -0.04 -0.12 0.26 0.27
H -4.7038 4.0298 -5.8512 0.00 0.03 0.10 0.28
C -2.1661 -1.7548 2.0635 -0.31 -0.32 -0.49 -1.08
C -2.5638 -2.8282 3.0652 0.15 0.21 -0.09 0.62
C -3.1228 -2.1841 4.3269 -0.09 -0.02 -0.36 -1.04
O -2.0459 -1.7350 5.1131 0.12 0.14 0.26 -0.20
C -2.4803 -0.9873 6.2283 0.25 0.06 0.09 -0.85
N -3.6073 -3.6839 2.4858 0.22 -0.17 0.16 -0.69
H -3.0762 -1.3312 1.6262 0.06 0.19 0.16 0.32
H -1.6133 -2.1784 1.2201 0.11 0.01 0.12 0.34
H -1.5619 -0.9696 2.5124 -0.03 0.01 0.06 0.08
H -1.6527 -3.3792 3.3389 -0.12 -0.08 0.14 0.23
H -3.7504 -2.8938 4.8837 0.07 0.01 0.06 0.45
H -3.7542 -1.3363 4.0230 -0.09 -0.06 0.12 0.38
H -3.2028 -1.5502 6.8284 -0.10 0.05 -0.06 0.39
H -2.9065 -0.0234 5.9262 -0.16 -0.10 -0.04 0.33
H -1.6149 -0.7776 6.8586 0.03 -0.09 -0.09 0.19
H -3.2869 -4.0799 1.6079 0.00 0.14 -0.04 0.23
H -3.7475 -4.4820 3.0988 -0.13 0.04 -0.03 0.26
C -3.8949 -0.3219 -2.2213 -0.25 0.35 -0.08 -1.63
C -3.7965 -1.7512 -1.7634 0.65 -0.63 0.27 1.13
C -4.5207 -2.6823 -2.7250 0.04 -0.01 -0.04 -0.94
O -5.8999 -2.3910 -2.8234 -0.10 -0.13 -0.09 -0.33
C -6.6850 -3.0238 -1.8413 -0.07 -0.23 0.04 -0.73
N -2.3717 -2.1527 -1.7351 -0.35 0.05 0.07 -0.69
H -3.3348 -0.2184 -3.1546 0.00 0.03 0.00 0.26
H -3.4914 0.3851 -1.4936 0.10 -0.09 0.04 0.49
H -4.9345 -0.0484 -2.4095 0.02 -0.02 -0.01 0.44
H -4.2278 -1.9005 -0.7627 -0.24 0.32 -0.06 0.06
H -4.3752 -3.7265 -2.4143 -0.01 0.01 0.00 0.41
H -4.0908 -2.5783 -3.7244 -0.01 0.09 0.03 0.32
H -7.7300 -2.8791 -2.1106 0.01 0.12 0.04 0.26
H -6.5100 -2.6302 -0.8344 0.00 0.07 -0.03 0.28
H -6.4987 -4.1072 -1.8178 0.06 0.07 -0.03 0.31
H -2.2882 -3.0329 -1.2353 0.05 -0.03 -0.10 0.36
H -1.8554 -1.4749 -1.1798 0.12 0.03 -0.05 0.00
C 3.9571 -1.8519 -1.4791 -0.25 -0.43 -0.07 -0.91
C 5.4369 -2.1479 -1.3875 0.48 0.73 0.43 0.72
C 5.9347 -2.8789 -2.6049 -0.17 -0.14 -0.26 -0.87
O 7.3029 -3.1683 -2.4279 -0.02 -0.02 0.10 -0.30
C 7.8389 -3.8745 -3.5154 0.12 -0.09 -0.16 -0.74
N 6.1994 -0.8815 -1.2765 -0.16 -0.23 0.00 -0.76
H 3.7161 -1.2660 -2.3673 0.08 0.10 0.05 0.40
H 3.5943 -1.3286 -0.5949 0.11 0.12 0.01 -0.28
H 3.3969 -2.7905 -1.5348 -0.02 0.06 -0.02 0.38
H 5.6370 -2.7699 -0.5034 -0.14 -0.18 -0.13 0.21
H 5.7874 -2.2550 -3.5002 0.05 0.04 0.08 0.37
H 5.3598 -3.8060 -2.7588 0.08 0.01 0.09 0.40
H 8.8820 -4.0915 -3.2918 -0.02 0.01 0.02 0.25
H 7.7926 -3.2839 -4.4395 -0.04 -0.03 0.03 0.30
H 7.3075 -4.8219 -3.6744 0.01 0.05 -0.01 0.29
H 5.9505 -0.4051 -0.4164 -0.09 -0.01 -0.02 0.23
H 7.1844 -1.1085 -1.1913 0.01 0.01 -0.12 0.26
C 1.1051 4.1827 0.0278 0.05 -0.08 0.31 -1.39
C 2.4937 4.0329 0.6385 0.55 0.13 -0.94 0.33
C 2.4950 4.2934 2.1193 -0.04 0.06 0.18 -0.24
O 3.8214 4.4718 2.5685 0.06 -0.27 -0.12 -0.36
C 3.9196 4.4216 3.9724 -0.02 0.17 0.11 -0.55
N 3.0556 2.7181 0.2849 -0.40 -0.12 0.28 -0.48
H 1.1174 3.9817 -1.0438 0.08 0.06 -0.02 0.37
H 0.7725 5.2088 0.1869 -0.19 -0.05 -0.08 0.52
H 0.3835 3.4910 0.4724 0.02 0.05 0.05 0.17
H 3.1265 4.8107 0.1809 -0.12 0.13 0.22 0.39
H 2.0298 3.4617 2.6668 -0.05 0.01 -0.08 -0.16
H 1.9173 5.2098 2.3091 -0.04 -0.08 0.10 0.35
H 3.6071 3.4498 4.3718 0.01 -0.01 -0.07 0.15
H 3.3010 5.1999 4.4396 0.05 -0.03 -0.01 0.28
H 4.9614 4.5957 4.2310 0.00 -0.01 0.02 0.29
H 4.0169 2.6224 0.5912 -0.01 0.19 0.13 0.23
H 3.0708 2.6582 -0.7268 0.04 -0.17 0.00 0.23

Entry 2:
108
Properties=species:S:1:pos:R:3:forces:R:3:mulliken_charge:R:1 method="wB97M-V/def2-TZVPD" smiles=COC[C@H](C)N.COC[C@H](C)N.COC[C@H](C)N.COC[C@H](C)N.COC[C@H](C)N.COC[C@H](C)N.CO total_charge=0
C -5.1818 0.7913 -1.2511 -0.80 -3.14 2.54 -1.16
C -5.0686 2.1257 -0.5348 2.75 -0.40 -1.72 0.31
C -4.7783 2.0200 0.8983 6.38 4.05 1.74 -1.18
O -3.5737 1.3275 1.1901 0.48 -1.50 -2.81 -0.05
C -3.2652 1.2134 2.5303 -0.99 -2.83 0.13 -0.54
N -3.8373 2.7835 -1.0803 -1.72 -0.62 -2.09 -0.63
H -4.2900 0.1723 -0.9782 -0.66 0.36 -0.55 0.07
H -5.4203 0.7102 -2.2705 0.66 1.15 -1.80 0.44
H -6.0955 0.1366 -0.9726 1.22 1.07 0.77 0.37
H -6.0213 2.5698 -0.6959 -0.38 1.48 -0.17 0.40
H -5.5641 1.6545 1.2705 -6.01 -3.61 3.97 0.67
H -4.4686 2.9641 1.6321 -1.89 -0.76 -2.57 0.38
H -2.1626 0.9519 2.6938 -1.83 -0.50 -0.33 -0.18
H -4.1449 0.5192 2.9418 2.50 1.15 0.19 0.25
H -3.3464 2.1746 2.8887 -0.44 2.36 1.78 0.48
H -3.0598 2.3581 -0.6222 0.50 -0.35 0.38 0.15
H -3.9018 3.7018 -0.7610 0.35 2.00 0.46 0.27
C -0.9801 -4.2274 4.1079 -0.08 0.56 -1.56 -1.53
C -0.7531 -3.4986 2.7876 -1.33 -0.10 -2.61 1.41
C -1.7602 -3.6454 1.5649 -3.05 -3.90 6.41 -1.25
O -1.8456 -5.1401 1.2258 -0.94 3.00 0.32 -0.38
C -2.6124 -5.3463 0.0473 4.05 -0.99 -1.67 -0.66
N -0.6728 -2.0674 3.0434 -4.54 -0.32 -4.40 -0.57
H -2.0588 -4.2751 4.2470 -0.11 1.41 1.41 0.35
H -0.1666 -3.8200 4.7739 -1.69 -0.51 0.08 0.33
H -0.9119 -5.2641 3.9635 1.28 -1.71 -0.25 0.42
H 0.0234 -3.9750 2.2058 1.78 0.19 0.56 -0.34
H -1.7582 -3.1029 0.7604 2.57 2.75 -5.30 0.58
H -2.7272 -3.0311 1.8395 0.23 -2.24 0.73 0.42
H -2.5785 -6.4230 -0.1807 0.46 0.12 0.13 0.27
H -2.0867 -4.8331 -0.8672 -1.28 -0.55 1.50 0.08
H -3.6250 -5.2059 0.1070 -2.58 1.40 0.41 0.40
H -0.8137 -1.6347 2.0391 0.97 -0.51 2.78 -0.04
H 0.1941 -1.9093 3.3606 3.71 1.28 1.23 0.51
C 1.0629 2.1512 3.5756 1.55 -2.67 0.09 -1.89
C 1.1239 0.6381 3.9902 2.61 0.94 1.55 0.93
C 1.9998 -0.3065 3.0557 0.06 3.37 -2.16 0.03
O 1.9732 -1.5489 3.6112 1.13 -2.36 0.15 -0.42
C 2.7117 -2.5689 2.9281 -3.67 4.83 -1.86 -1.90
N 1.9172 0.6230 5.2695 -8.10 -1.65 2.89 -0.96
H 0.3839 2.6041 4.2023 -1.30 1.31 1.38 0.50
H 0.7554 2.1918 2.6080 -1.89 0.01 -3.02 0.36
H 1.9569 2.7256 3.4203 1.08 -0.09 1.07 0.46
H 0.0775 0.3606 4.2671 0.91 -0.54 -0.91 0.28
H 3.1803 0.1082 2.8041 -3.07 -0.84 1.19 0.26
H 1.4879 -0.1990 2.0727 0.45 -0.91 0.02 -0.37
H 3.6659 -2.4575 2.8406 6.38 1.84 0.72 0.85
H 2.5617 -2.6951 1.8937 -1.64 0.71 -1.85 0.32
H 2.6281 -3.4863 3.1828 -1.64 -5.94 3.31 0.80
H 2.7268 0.7717 4.9549 8.49 2.34 -2.72 0.30
H 2.0433 -0.3369 5.5728 -0.71 -0.22 0.24 0.29
C -0.7335 1.5876 -3.4594 0.17 2.54 -3.13 -0.72
C -1.7645 0.9642 -4.5173 0.22 0.02 6.08 0.23
C -2.2662 -0.3659 -3.8105 1.69 -1.86 -1.41 -0.56
O -1.1267 -1.2796 -3.5567 -0.09 0.82 0.46 -0.18
C -0.8916 -2.1280 -4.6208 7.92 3.25 -1.47 -0.99
N -2.9035 1.8129 -4.5566 -0.95 2.07 -3.33 -0.63
H -1.0302 1.7686 -2.4345 -0.89 0.46 -0.12 0.01
H -0.3098 2.5962 -4.0525 -0.97 -2.42 2.03 0.25
H 0.0469 0.9110 -3.3493 1.92 -1.12 -0.05 0.28
H -1.1248 0.9128 -5.3676 -0.50 -0.62 -1.18 0.43
H -2.8779 -1.0356 -4.4402 -0.52 1.01 -0.01 0.44
H -2.7428 -0.2930 -2.8235 0.13 0.85 -0.46 -0.21
H -0.5891 -1.5354 -5.6943 -0.58 -1.26 2.77 0.23
H -1.6550 -2.6477 -4.8622 -5.46 -3.88 -1.48 0.58
H 0.0325 -2.8474 -4.4023 -1.96 1.59 -0.27 0.15
H -3.1697 2.2913 -3.7016 0.42 -0.33 0.23 0.23
H -2.7466 2.5600 -5.2944 -0.54 -1.18 1.34 0.31
C 3.5414 -2.4420 -1.2090 -1.56 -2.63 1.67 -2.05
C 2.2072 -2.7166 -1.9059 1.31 -1.94 -2.11 0.10
C 1.2682 -3.7409 -1.3157 -0.63 -0.69 1.08 1.07
O 1.9767 -4.9261 -1.2444 0.51 -0.03 -0.75 -0.41
C 1.4074 -5.9306 -0.5289 0.44 -2.67 3.24 -0.60
N 1.5217 -1.5306 -2.0607 -2.35 3.99 -1.43 -0.12
H 4.1514 -3.3353 -1.1212 -0.15 -0.39 -0.16 0.42
H 3.3482 -2.1520 -0.2024 0.05 0.78 0.93 0.30
H 4.1292 -1.7768 -1.7310 1.02 1.88 -1.16 0.65
H 2.6255 -2.9121 -2.9209 -0.75 -1.52 0.18 0.30
H 0.2824 -3.9643 -1.8441 1.06 0.91 0.13 0.14
H 0.9938 -3.4762 -0.2537 0.07 0.37 -0.83 -0.79
H 2.2319 -6.7482 -0.6177 -2.18 0.73 0.22 0.31
H 0.3267 -6.2318 -0.6500 0.99 0.11 -1.40 0.20
H 1.2547 -5.7605 0.6205 1.01 0.48 -1.42 0.17
H 0.6665 -1.4339 -2.8009 2.94 -0.32 2.13 -0.05
H 2.3264 -0.9121 -2.1778 -1.30 1.03 -0.76 0.26
C 4.7179 7.3050 -1.2113 2.46 1.71 3.90 -1.48
C 4.1405 6.7261 0.1064 -1.70 -0.54 -0.61 0.39
C 2.8372 5.8609 -0.0663 -0.64 0.90 -3.16 -0.49
O 3.1344 4.7107 -0.9308 -0.86 0.02 -0.63 -0.37
C 2.0184 3.8909 -1.3298 2.53 -4.84 7.74 -0.67
N 5.1960 5.7217 0.5438 -0.55 3.79 2.61 -0.72
H 5.7729 7.8534 -1.0373 -2.67 -0.94 -0.22 0.29
H 4.0544 7.8336 -1.7821 -1.66 1.90 -1.25 0.45
H 4.9592 6.4794 -1.7411 0.89 -2.74 -1.85 0.42
H 3.6159 7.5129 0.9003 2.46 -1.66 -1.54 0.30
H 1.9289 6.5072 -0.5847 2.04 -1.62 1.67 0.28
H 2.6805 5.4431 0.9117 -0.98 0.06 0.55 0.31
H 1.3099 3.6569 -0.2712 1.72 0.75 -2.87 0.12
H 2.3232 2.7517 -1.6009 -0.10 2.95 0.45 0.10
H 1.4054 4.2248 -2.0043 -3.16 2.47 -4.00 0.50
H 4.9474 4.8069 0.2602 -0.59 -0.94 -0.05 0.29
H 5.1033 5.8852 1.5668 0.77 -1.31 -0.74 0.29
C -0.4203 0.2606 -0.0087 0.09 1.98 -3.71 -0.18
O 0.0925 -0.9966 -0.0028 -0.02 -0.70 3.05 0.27
H -0.7159 0.7326 0.8504 -0.27 0.46 3.05 -0.07
H -1.3132 0.1402 -0.5553 -1.74 0.59 -0.87 0.47
H 0.1114 1.1295 -0.5812 0.02 -1.74 0.74 -0.27
H 0.7506 -1.0693 -0.6792 1.28 -0.50 -1.60 0.12

The records above yield ΔE to the lowest compared entry with this formula, charge and spin values of 0.0 1542.7 kJ/mol, respectively.
The records above yield maximum force values of 0.0212 0.1843 hartree/bohr, respectively.
The records above yield E_tot values of -50330.669 -50314.680 eV, respectively.